{"formula": "C3H7N2O", "method": "ωB97M-V/def2-TZVPD", "largest_force_ev_per_a": 2.9, "gap_ha": 0.4059, "lumo_ev": -4.05, "homo_ha": -0.5547, "relative_energy_kcal_mol": 71.89, "total_charge": 1, "symbols": ["N", "H", "C", "C", "O", "C", "H", "H", "H", "H", "H", "N", "H"], "positions_angstrom": [[0.7524, -0.4197, -1.8616], [-2.3508, 0.3127, -0.4847], [-0.3354, -0.3795, 0.2617], [0.7568, -0.1015, 1.3803], [1.8315, -0.3589, 0.3956], [0.8604, -0.4257, -0.6308], [-0.9007, -1.2514, 0.3163], [-0.8395, 0.9021, -1.2597], [0.7545, 0.9449, 1.7393], [-1.4057, 1.3659, 0.4804], [1.5458, -0.6315, -2.4528], [-1.3175, 0.6642, -0.2713], [0.6482, -0.6214, 2.3874]], "atomic_forces_ev_per_a": [[0.4, -0.5, -0.5], [2.8, 0.6, 0.6], [1.0, 1.4, 0.7], [-1.6, 1.0, 1.1], [-2.0, -0.5, -0.4], [0.3, -0.2, 1.0], [-0.4, -1.8, 0.4], [-1.3, 0.1, 2.3], [0.3, -0.1, -0.7], [0.1, 0.5, -1.1], [0.4, 0.6, -0.1], [-0.8, -0.6, -1.4], [0.8, -0.5, -1.8]]}